Computed, not measured: a structure of composition C30H31AuN4PS3, with ωB97M-V with the def2-TZVPD basis set.

```
70
Properties=species:S:1:pos:R:3
C -0.556 2.227 -2.620
H -0.906 2.055 -3.627
C 4.947 1.250 1.847
H 4.543 -2.846 -3.327
C 0.561 1.450 -0.640
H 0.637 2.825 0.997
C -2.543 -0.411 3.730
H 1.245 -0.019 5.413
H 4.315 0.475 -0.050
C -3.651 -2.266 -6.274
H -0.571 4.609 -0.223
H -4.480 -0.955 -4.806
C 4.543 1.645 3.110
H 4.203 -0.430 -3.699
C -2.563 -1.733 -4.208
H -0.668 -2.664 -3.884
C -0.801 3.445 -2.006
C 3.271 -2.922 -1.606
H 1.961 -2.677 0.080
C 2.250 1.172 2.564
Au 0.250 0.783 2.756
S -2.867 0.153 -0.761
C -1.821 1.322 5.485
H -0.697 -3.886 -6.024
S -0.738 -1.678 0.415
C -1.500 -2.564 -4.562
C 3.901 -2.285 -2.664
C -2.952 0.476 4.902
H -0.450 0.781 7.073
H -1.426 1.992 4.719
C -2.600 -3.099 -6.624
H -2.242 1.940 6.279
C 2.262 -0.840 -0.969
P 1.318 0.088 0.283
S -4.273 0.906 -3.262
H 2.757 0.864 -2.188
H -3.351 -0.168 5.687
C -3.646 -1.586 -5.068
C 2.671 0.794 1.290
H -0.919 -0.573 6.045
N -1.643 -1.682 -2.070
H 5.271 1.954 3.844
C 3.710 -0.928 -2.876
N -1.928 0.362 2.636
H 0.921 1.589 5.370
H -1.821 -1.167 4.039
C -1.525 -3.245 -5.761
H -4.491 -2.147 -6.941
C -3.237 -0.089 -2.458
H 2.923 1.943 4.459
C -0.372 3.664 -0.706
H -1.951 -0.220 1.797
C 4.011 0.816 0.927
H 0.302 0.274 -2.421
H -1.337 4.216 -2.537
C 3.197 1.621 3.465
N -2.498 -1.130 -2.930
H 5.991 1.259 1.576
C 2.896 -0.197 -2.031
C 0.113 1.225 -1.941
H 3.416 -3.979 -1.439
C -1.665 -1.174 -0.891
C -0.659 0.487 6.037
C 0.303 2.670 -0.023
N 0.529 0.668 5.204
H -3.434 -0.931 3.365
C 2.455 -2.199 -0.754
H -3.761 1.137 4.580
H -2.625 -3.631 -7.562
H -2.506 1.180 2.455
```

Output
- <S²> = 2.028
- LUMO energy (alpha / beta) (eV) = -2.210 / -5.700
- gap between HOMO and LUMO (alpha / beta) (eV) = 7.624 / 4.450
- charge = +1
- multiplicity = 3



Computed, not measured: a structure of composition C23H39AlNO2, with ωB97M-V with the def2-TZVPD basis set.

```
66
Properties=species:S:1:pos:R:3
H 0.314 -2.651 2.837
H -0.073 -0.227 3.407
C 0.691 -2.426 -2.033
C 9.288 -0.173 -1.723
C -2.419 3.170 -0.490
N -1.694 4.358 3.101
H -6.356 0.392 4.099
H 10.010 0.508 -1.289
H 9.056 -2.618 -4.053
H 7.665 0.531 -0.508
H 4.357 -1.746 -3.033
H -5.380 0.998 2.763
C -2.676 3.513 0.991
O -7.051 0.045 1.149
H -3.513 4.210 1.113
H -0.616 -2.440 1.353
H -1.103 1.309 1.908
C -1.457 4.118 1.667
H -1.411 -2.270 2.913
C 1.118 -2.685 -3.328
C 7.045 -1.030 -1.841
H -6.069 -1.014 -0.329
H 6.019 -1.021 -1.497
H -6.705 0.581 -0.771
H -2.953 2.620 1.571
C -1.260 0.101 0.120
H -1.445 -0.953 -0.135
H -0.827 4.328 3.623
H 10.705 -1.066 -3.063
C 8.752 -1.928 -3.276
H -4.893 -0.467 3.609
H -2.231 -0.018 2.054
C -0.483 -2.068 2.371
C 2.439 -2.447 -3.686
C -1.248 0.256 1.645
H -0.597 3.456 1.493
H -0.239 0.309 -0.242
C -4.818 0.643 0.223
C 7.971 -0.160 -1.284
H 3.592 -1.278 -0.723
O -4.141 0.625 -0.986
H -0.343 -2.584 -1.758
C 2.901 -1.681 -1.454
C 3.330 -1.943 -2.749
H 1.237 -1.705 -0.093
H 0.783 -0.395 1.884
H -1.967 1.083 -2.611
H 0.416 -3.058 -4.062
C 1.584 -1.927 -1.094
H -1.218 5.073 1.189
H -3.144 3.695 -1.124
H -4.281 0.074 1.004
H -5.975 -1.560 1.851
H 6.713 -2.596 -3.269
H -4.960 1.663 0.624
Al -2.457 1.235 -1.060
C -0.183 -0.573 2.373
C -6.193 0.022 0.012
H 2.770 -2.642 -4.698
C -6.572 -0.723 2.234
H -7.454 -1.150 2.718
H -1.443 3.580 -0.789
C 9.679 -1.057 -2.720
C 7.436 -1.915 -2.837
H -2.271 3.609 3.468
C -5.755 0.091 3.239
```

Output
- LUMO energy (eV) = 2.333
- gap between HOMO and LUMO (eV) = 6.976
- charge = -1
- multiplicity = 1



Computed, not measured: a structure of composition C16H24CrN7OS3, with ωB97M-V with the def2-TZVPD basis set.

```
52
Properties=species:S:1:pos:R:3
O 2.394 0.571 -0.696
N -0.614 -0.192 0.802
H -1.367 5.443 0.746
N 4.387 -0.466 -1.005
H 5.559 1.429 2.027
H 0.875 0.016 -6.533
C 5.300 0.524 1.479
C -0.265 -2.368 0.700
H 3.181 2.533 1.699
S -1.471 -0.092 -2.011
S 0.666 0.109 -4.135
C 0.349 -0.581 -5.795
C -0.979 4.479 0.443
N 0.007 2.028 -0.340
H 4.640 -0.576 -3.080
C -0.828 2.124 0.718
H 1.038 3.011 -1.837
C 3.998 -0.996 -2.306
C -1.168 -0.500 -5.969
H -1.538 -1.329 -6.566
H 1.991 1.222 1.564
N -0.940 -1.416 1.310
S 0.938 -2.125 -0.571
H 2.965 -0.749 -2.525
H -1.479 0.436 -6.432
H -1.159 -3.793 1.829
H 3.210 1.173 2.836
N -1.725 -0.582 -4.612
N -0.492 -3.621 1.093
H 0.715 -1.604 -5.817
C -1.338 3.338 1.138
Cr 0.569 0.120 -0.758
H -1.823 0.741 2.184
H -0.011 -4.395 0.672
H 0.173 5.253 -1.210
C 0.356 3.137 -1.006
H 4.111 -2.080 -2.305
C 3.571 0.266 -0.253
C -0.121 4.380 -0.646
H 5.681 -1.778 0.005
C 3.022 1.458 1.802
C -1.153 0.844 1.339
N 3.940 0.711 0.948
H -2.706 -0.769 -4.454
H 6.354 -0.975 -1.412
H -2.004 3.379 1.989
H 6.406 1.184 -0.239
C 6.274 0.274 0.351
C -0.947 -0.230 -3.616
C 5.731 -0.827 -0.532
H 7.245 -0.007 0.753
H 5.294 -0.305 2.190
```

Output
- <S²> = 0.767
- LUMO energy (alpha / beta) (eV) = -7.087 / -6.544
- gap between HOMO and LUMO (alpha / beta) (eV) = 6.952 / 7.488
- charge = +2
- multiplicity = 2



Computed, not measured: the molecule C17H16N4OS, with ωB97M-V with the def2-TZVPD basis set.

```
39
Properties=species:S:1:pos:R:3
C 1.493 0.380 2.053
C 0.703 -2.357 -0.910
C -1.868 -0.292 -0.905
H 1.308 2.503 1.964
H -1.012 -1.784 2.733
C 0.790 1.570 2.122
C -0.590 1.834 -0.612
N 1.233 -3.533 -1.183
H 2.547 0.398 1.825
H 2.676 -4.575 -2.173
H 2.747 -0.304 -2.623
H -1.796 -1.127 -0.204
N 0.639 2.265 -0.721
C -1.212 0.342 2.647
O -2.229 3.009 3.280
C 0.644 0.151 -1.111
H -2.266 0.345 2.882
C -0.507 -0.845 2.560
C -1.222 3.710 1.237
S -1.966 2.813 -0.178
H -3.081 -1.338 -2.336
N 1.401 1.220 -1.033
C 2.328 -1.220 -2.236
H -1.798 4.625 1.362
H -0.136 -2.384 -0.230
C -0.573 1.557 2.404
H -2.207 0.042 -3.009
H -0.189 3.916 0.971
C 0.845 -0.827 2.256
C -1.396 2.794 2.433
C 2.885 -2.453 -2.517
H -1.347 -1.461 -2.649
H 1.395 -1.754 2.182
C -2.140 -0.795 -2.318
C 1.193 -1.156 -1.424
H -2.681 0.362 -0.576
H 3.760 -2.537 -3.143
N -0.659 0.489 -0.844
C 2.290 -3.584 -1.975
```

Output
- ΔE to the lowest compared entry with this formula, charge and spin (kcal per mole) = 25.5
- LUMO energy (eV) = 0.337
- gap between HOMO and LUMO (eV) = 8.981
- multiplicity = 1



Computed, not measured: a cluster of 6 separate species, H11O5S in total, with ωB97M-V with the def2-TZVPD basis set.

```
17
Properties=species:S:1:pos:R:3
O -0.804 -2.318 -0.815
H -2.599 -0.669 -0.930
H 1.413 1.507 2.056
O 0.327 1.835 0.194
H 0.630 0.425 2.645
O 0.535 0.541 -2.908
H 2.672 -0.854 1.483
O -2.632 0.263 -1.314
H 1.071 1.231 0.267
O 0.789 1.396 2.768
H -0.045 -2.093 -0.170
H -1.261 -3.122 -0.496
H -2.106 0.664 -0.547
H 0.110 1.936 1.131
H -0.384 0.172 -2.653
H 0.875 0.380 -1.969
S 1.408 -1.294 1.258
```

Output
- ΔE to the lowest compared entry with this formula, charge and spin (kcal per mole) = 33.6
- LUMO energy (eV) = 3.497
- gap between HOMO and LUMO (eV) = 7.880
- charge = -1
- multiplicity = 1



Computed, not measured: a cluster of 7 separate species, C50H55FN4O8P2S in total, with ωB97M-V with the def2-TZVPD basis set.

```
121
Properties=species:S:1:pos:R:3
H -1.280 1.680 -5.581
H -3.534 -7.486 -8.592
C -0.893 -6.157 5.165
C -1.589 0.634 0.245
C -2.154 -10.334 -7.348
N -1.415 0.116 1.645
C 1.444 -6.972 -4.927
H -1.139 -10.494 -5.454
H -2.643 -6.594 -6.455
H 4.664 6.928 3.960
H -0.677 0.775 3.728
H -2.040 -5.554 6.886
C -1.659 -9.835 -6.143
C -0.029 3.612 10.166
C -0.597 4.700 8.085
C -1.876 -5.416 5.820
H -1.271 -2.728 -3.254
C -1.172 4.220 -2.124
H 6.583 5.682 4.919
C -0.540 2.640 2.143
H 2.046 -7.686 -4.373
C -2.506 -7.643 -6.705
O -1.370 -3.212 -0.688
H -0.709 -4.427 -6.907
C 3.184 5.753 4.995
C 4.204 0.619 -1.262
C 1.653 -6.796 -6.295
H -1.497 -0.485 -5.442
C 0.181 3.788 8.798
C -0.684 -5.982 3.797
H 1.943 4.422 6.149
C -2.647 -4.497 5.110
H -0.623 3.422 4.283
C 1.564 7.217 -2.466
H 5.042 -1.318 -1.698
H 3.680 8.077 -2.957
H 0.787 -1.204 -1.101
O 3.791 6.580 -1.347
H -1.080 4.940 -1.207
H -1.441 -8.097 -4.888
H 2.918 8.601 -1.241
C -0.107 5.232 2.905
O 1.635 5.959 -3.229
C 4.137 -0.757 -1.481
C 1.745 -0.693 -1.147
C -1.986 1.549 -2.874
F -4.040 -2.826 -1.216
H -1.303 -4.938 2.017
H -0.290 -6.871 5.720
P -2.178 2.293 -4.633
H 0.297 -6.368 -3.206
H -3.046 -3.612 3.185
H 1.172 8.044 -3.219
P -2.904 -1.305 -3.849
C -0.105 -5.140 -6.352
H -0.661 5.643 1.953
C 2.908 -1.414 -1.419
C 0.461 -6.230 -4.272
H -3.409 -3.916 5.621
H -4.203 1.441 -4.334
C 4.488 6.106 4.648
O 0.406 6.154 3.758
C -0.867 1.118 2.609
C -1.578 5.444 8.741
C 1.185 4.803 -2.419
H 0.085 -6.556 3.287
C 5.342 4.343 6.063
H 2.856 -2.487 -1.583
H 2.421 -7.371 -6.806
H -4.950 -1.000 -4.703
C -2.825 -9.488 -8.231
S -2.601 -2.270 -0.390
C 2.959 4.695 5.876
C -0.311 -5.312 -4.983
H -2.545 5.854 10.622
C -2.442 -4.326 3.740
H 6.183 3.795 6.480
H 1.157 3.313 3.542
C -2.149 -0.479 -0.875
H -1.073 -4.730 -4.471
H 1.097 5.022 -1.273
H -2.152 4.571 -2.709
C 0.054 3.656 3.332
H 3.862 3.158 7.087
N -3.719 1.944 -5.112
O -0.032 4.274 -3.053
O -2.921 -2.455 1.109
C 3.079 7.717 -2.004
C -1.832 -8.488 -5.824
H 0.905 1.246 -0.725
C -1.235 2.181 -0.122
C 0.875 -5.884 -7.008
H 0.949 3.213 8.288
N -0.722 3.263 0.789
H 2.032 3.968 -2.526
H -2.059 3.721 -4.712
H 5.162 1.130 -1.307
C 3.042 1.338 -0.986
H 0.574 2.898 10.721
C 1.811 0.684 -0.933
H 1.033 -5.753 -8.075
N -4.534 -1.302 -3.774
H 0.803 7.196 -1.576
C -1.469 2.638 -1.714
H -0.439 4.831 7.018
H -1.176 4.216 11.887
C -2.327 -0.043 -2.484
C -3.006 -8.144 -7.907
H 3.113 6.261 -0.655
H -2.016 -11.383 -7.599
C -1.012 4.354 10.821
H -2.181 6.157 8.186
H -3.208 -9.877 -9.171
H 3.095 2.410 -0.813
O -2.423 -0.870 -5.462
C -1.462 -5.070 3.084
O -2.213 -2.922 -3.593
C -1.783 5.273 10.110
C 4.038 3.987 6.406
C 5.567 5.403 5.185
H 2.343 6.302 4.580
```

Output
- LUMO energy (eV) = -2.995
- gap between HOMO and LUMO (eV) = 5.707
- multiplicity = 1



Computed, not measured: a cluster of 2 separate species, C4H9N2O2 in total, with ωB97M-V with the def2-TZVPD basis set.

```
17
Properties=species:S:1:pos:R:3
H -1.264 1.028 -2.424
H -2.987 0.175 -0.772
C -0.565 -1.127 -0.275
H -2.705 0.437 0.849
N -0.163 -1.323 0.935
H -0.234 1.036 0.295
O -0.719 -1.936 -1.208
H 2.504 -0.530 1.921
C -0.790 0.432 -0.477
C -2.291 0.692 -0.157
H -2.477 1.824 -0.451
H -0.111 -2.248 1.234
C 2.279 0.507 1.328
N -0.399 1.041 -1.796
O 2.880 1.448 1.791
H 1.779 0.714 0.481
H 0.352 0.411 -2.272
```

Output
- ΔE to the lowest compared entry with this formula, charge and spin (kcal per mole) = 66.8
- LUMO energy (eV) = 3.981
- gap between HOMO and LUMO (eV) = 7.752
- charge = -1
- multiplicity = 1



Computed, not measured: a structure of composition C36H51N7P3Sc, with ωB97M-V with the def2-TZVPD basis set.

```
98
Properties=species:S:1:pos:R:3
H -2.677 -1.610 1.043
H 0.027 -3.804 3.087
C -0.630 0.483 4.378
H -5.024 2.227 0.855
H -2.619 -1.970 -0.688
C 3.159 1.260 1.378
H 1.795 -3.946 1.326
H -5.405 -0.747 -1.370
P -2.271 1.041 -0.220
H -1.485 -0.804 2.817
C -1.535 -4.060 -3.249
C -1.858 2.984 -3.843
H -1.863 -5.024 -3.611
C 4.891 0.371 0.369
C -3.700 -0.140 -0.206
N 0.429 1.345 4.298
H -4.697 2.872 -0.749
H 3.663 -2.361 -2.891
H -2.611 -2.937 -4.725
C -0.178 1.270 -3.673
H 4.947 1.942 3.307
H 3.680 -4.693 -1.843
H -1.178 0.334 5.292
H 1.813 5.340 2.771
C -0.730 2.344 -4.349
H -2.948 3.595 2.446
C 0.739 4.804 -0.312
C 0.751 -3.751 1.052
N 1.360 4.552 0.878
H -0.957 -2.825 2.007
C 0.344 3.597 -0.806
C -0.685 -3.977 -2.160
H -1.512 2.588 2.193
C 0.071 -5.085 0.747
H 2.774 -5.055 -0.382
H 3.650 -0.603 -1.158
H 2.019 -2.869 -3.258
C -1.856 1.495 -1.940
H -4.312 0.211 0.630
H 0.540 1.765 6.329
C 5.428 1.816 2.342
H 0.548 3.199 5.289
C 2.632 -2.334 -2.531
C -0.752 0.820 -2.484
N 0.699 2.609 0.075
C 0.912 2.179 5.397
C -0.668 -1.563 -2.305
H -2.300 3.813 -4.381
C -2.907 2.624 0.515
N 2.670 0.555 0.358
C 3.750 0.005 -0.279
H 0.683 0.746 -4.071
C 2.528 -3.016 -1.161
N 0.185 0.441 2.304
H 5.737 2.785 1.955
C 0.073 -3.102 2.253
H 5.924 0.140 0.175
H -4.109 -2.219 0.217
C -0.257 -2.746 -1.662
N -0.231 -0.320 -1.805
H 6.300 1.181 2.464
C -3.243 -1.565 0.110
Sc 0.407 0.308 0.018
H -3.077 1.844 2.543
C -0.766 -0.075 3.144
P 2.222 2.399 2.443
C -4.531 -0.104 -1.485
C -2.406 2.571 -2.640
C -1.950 -2.892 -3.869
H -3.257 3.106 -2.240
H 1.948 -4.958 -1.949
C -4.393 2.919 0.295
H 0.608 -2.215 2.586
H -1.852 -0.765 -3.920
H -0.357 -4.892 -1.691
H -2.317 3.399 0.019
H -4.618 3.922 0.660
P 0.945 -2.515 -0.324
H -0.162 3.389 -1.733
H 1.544 6.529 1.492
H 1.998 2.175 5.419
H -0.290 2.679 -5.280
H 2.285 -1.298 -2.525
C 1.330 3.217 1.081
H 0.112 -5.709 1.641
H -4.885 0.897 -1.730
H 0.637 5.801 -0.705
H -0.981 -4.938 0.499
C -1.520 -1.658 -3.410
C 2.732 -4.520 -1.329
H -3.950 -0.476 -2.331
N 4.507 1.166 1.411
C 0.897 1.301 3.030
C -2.586 2.662 2.010
H 3.059 5.610 1.531
H 3.315 -2.646 -0.496
H 0.545 -5.640 -0.059
C 1.989 5.566 1.723
```

Output
- ΔE to the lowest compared entry with this formula, charge and spin (kcal per mole) = 0.0
- LUMO energy (eV) = -5.183
- gap between HOMO and LUMO (eV) = 7.080
- charge = +2
- multiplicity = 1



Computed, not measured: the molecule C6H10N2O2, with ωB97M-V with the def2-TZVPD basis set.

```
20
Properties=species:S:1:pos:R:3
C -0.241 1.872 -1.871
H -0.207 -1.856 1.993
H -2.070 -1.767 -1.067
C 0.592 -1.629 1.288
H 0.267 -0.044 -2.536
H -0.133 1.679 1.140
H -0.677 0.489 2.322
N 2.430 -0.023 -0.601
N 0.314 -0.319 0.641
C 0.045 0.565 -1.665
H -0.145 2.335 -2.846
C 1.261 0.067 -0.421
H -0.560 2.520 -1.062
O -2.056 0.282 -0.034
C 0.136 0.761 1.652
H 1.073 0.900 2.187
C -1.073 -0.291 -0.452
H 0.622 -2.395 0.520
H 1.551 -1.584 1.799
O -1.127 -1.561 -0.986
```

Output
- ΔE to the lowest compared entry with this formula, charge and spin (kcal per mole) = 123.0
- LUMO energy (alpha / beta) (eV) = -0.683 / -0.680
- gap between HOMO and LUMO (alpha / beta) (eV) = 7.818 / 7.825
- multiplicity = 1